No. 1
This record from the Open Molecules 2025 dataset describes 2 unconnected molecules or ions with the total composition C3H10NOS. The level of theory is ωB97M-V with the def2-TZVPD basis set.

```
16
C3H10NOS | the Open Molecules 2025 dataset | ωB97M-V with the def2-TZVPD basis set
C -1.386 -0.121 1.305
N -0.661 0.274 0.051
C -0.736 -0.796 -0.909
C 0.751 -1.005 -1.446
S 2.038 -1.295 -0.195
H -1.369 0.769 1.843
H -2.441 -0.476 1.079
H -0.697 -0.892 1.838
H 0.334 0.335 0.386
H -1.567 -0.542 -1.573
H -1.144 -1.757 -0.560
H 0.620 -1.828 -2.262
H 1.044 -0.044 -1.966
H 2.251 2.902 0.364
H 1.387 1.751 1.070
O 1.578 2.723 0.975
```

Calculated values
HOMO energy	-2.771	eV
E	-17645.8435	eV
total charge	-1
energy relative to the best compared isomer or geometry (same formula, charge and spin)	154.30	kJ/mol

No. 2
This record from the Open Molecules 2025 dataset describes 2 unconnected molecules or ions with the total composition C3H10NOS. The level of theory is ωB97M-V with the def2-TZVPD basis set.

```
16
C3H10NOS | the Open Molecules 2025 dataset | ωB97M-V with the def2-TZVPD basis set
C -1.009 -0.590 -0.865
C -0.145 0.447 -0.078
S 1.608 0.445 -0.452
C -0.394 -1.989 -0.779
N -1.379 -3.149 -0.832
H -1.038 -0.256 -1.899
H -2.037 -0.556 -0.489
H -0.314 0.203 0.980
H -0.642 1.402 -0.293
H 0.165 -2.151 0.139
H 0.238 -2.109 -1.658
H -0.955 -3.797 -1.499
H -2.100 -2.864 -1.502
H 0.018 2.950 3.048
H 0.758 4.049 2.485
O -0.073 3.886 2.960
```

Calculated values
HOMO energy	-2.436	eV
E	-17646.4005	eV
total charge	-1
energy relative to the best compared isomer or geometry (same formula, charge and spin)	100.55	kJ/mol

No. 3
This record from the Open Molecules 2025 dataset describes 2 unconnected molecules or ions with the total composition C3H10NOS. The level of theory is ωB97M-V with the def2-TZVPD basis set.

```
16
C3H10NOS | the Open Molecules 2025 dataset | ωB97M-V with the def2-TZVPD basis set
C -1.437 -1.752 1.036
C -0.476 -0.999 0.103
C -0.583 0.516 0.325
S 0.871 1.528 0.069
N 0.860 -1.564 0.386
H -2.449 -1.341 0.988
H -1.058 -1.632 2.052
H -1.398 -2.806 0.749
H -0.617 -1.287 -0.932
H -1.315 0.903 -0.381
H -0.893 0.746 1.341
H 1.452 -1.416 -0.425
H 1.328 -1.001 1.092
H 2.489 2.931 -1.793
H 1.146 3.627 -2.209
O 2.082 3.548 -2.403
```

Calculated values
HOMO energy (alpha / beta)	-9.725 / -9.351	eV
E	-17644.5644	eV
energy relative to the best compared isomer or geometry (same formula, charge and spin)	22.58	kJ/mol
2S+1	2

No. 4
This record from the Open Molecules 2025 dataset describes 2 unconnected molecules or ions with the total composition C3H10NOSi. The level of theory is ωB97M-V with the def2-TZVPD basis set.

```
16
C3H10NOSi | the Open Molecules 2025 dataset | ωB97M-V with the def2-TZVPD basis set
C -2.327 2.697 -0.064
C 0.905 -2.541 -0.459
C 1.003 -0.247 1.263
N -1.771 2.470 -1.148
O -0.050 0.325 -1.578
Si 0.951 -0.508 -0.608
H -3.169 3.462 -0.041
H -1.013 1.740 -1.264
H -2.168 2.399 0.948
H 1.364 -3.197 -1.220
H 1.187 -2.921 0.567
H -0.113 -2.988 -0.476
H 0.269 -0.947 1.668
H 1.977 -0.352 1.633
H 0.556 0.764 1.618
H 2.399 -0.158 -0.839
```

Calculated values
HOMO energy	-4.372	eV
E	-14689.1152	eV
total charge	-1
energy relative to the best compared isomer or geometry (same formula, charge and spin)	32.16	kJ/mol

No. 5
This record from the Open Molecules 2025 dataset describes 2 unconnected molecules or ions with the total composition C3H10NPS2. The level of theory is ωB97M-V with the def2-TZVPD basis set.

```
17
C3H10NPS2 | the Open Molecules 2025 dataset | ωB97M-V with the def2-TZVPD basis set
C 0.593 -2.022 -0.781
C -2.428 0.913 0.418
C 1.125 -1.139 0.341
N 1.902 1.519 0.515
P 0.658 0.658 -0.166
S -1.049 2.217 -2.453
S -0.858 0.714 1.388
H -0.352 -2.505 -0.369
H 0.296 -1.439 -1.752
H 1.295 -2.854 -1.077
H -3.065 0.003 0.462
H -2.119 1.166 -0.599
H -3.129 1.536 0.792
H 2.247 -1.214 0.212
H 0.719 -1.445 1.333
H 2.113 1.307 1.446
H 2.052 2.585 0.289
```

Calculated values
HOMO energy (alpha / beta)	-8.656 / -8.682	eV
E	-35719.2573	eV
energy relative to the best compared isomer or geometry (same formula, charge and spin)	404.39	kJ/mol

No. 6
This record from the Open Molecules 2025 dataset describes 2 unconnected molecules or ions with the total composition C3H10NS. The level of theory is ωB97M-V with the def2-TZVPD basis set.

```
15
C3H10NS | the Open Molecules 2025 dataset | ωB97M-V with the def2-TZVPD basis set
C 1.687 -0.125 -1.138
S 1.789 0.157 0.739
H 0.674 -0.498 -1.193
H 2.474 -0.811 -1.347
H 1.781 0.854 -1.779
C -2.047 -1.188 -0.420
C -1.975 0.060 0.503
N -1.115 0.992 -0.202
H -2.098 -0.861 -1.504
H -2.745 -1.986 -0.143
H -1.145 -1.793 -0.389
H -1.575 -0.218 1.542
H -2.957 0.397 0.508
H -0.086 0.972 -0.053
H -1.135 2.003 0.272
```

Calculated values
HOMO energy	-2.401	eV
E	-15598.0770	eV
total charge	-1
energy relative to the best compared isomer or geometry (same formula, charge and spin)	166.35	kJ/mol